An isolated molecule of C31H44N4O4, computed with wB97M-V/def2-TZVPD.

Last column: Mulliken charge in e.
Element x y z (Å)
1 C 3.9076 -3.0473 1.2866  -1.427
2 C 3.7520 -1.6600 1.9099  -0.264
3 N 2.7889 -1.6819 2.9967  0.331
4 C 3.3591 -1.9656 4.2984  -0.662
5 C 4.1558 -0.8250 4.9428  -1.065
6 C 1.8097 -0.6146 2.9746  -0.912
7 C 0.6259 -0.9837 2.0482  -0.969
8 N 0.2003 0.1214 1.2280  0.375
9 C -0.8703 0.8894 1.5258  0.262
10 O -1.6129 0.7429 2.4742  -0.788
11 C -0.9840 1.9629 0.4646  -0.148
12 C -1.0401 3.4122 0.9639  -0.247
13 C -2.3402 4.1178 0.6135  0.156
14 O -2.4012 5.1038 -0.0865  -0.689
15 N -3.3876 3.4832 1.2002  -0.006
16 C -4.7535 3.7834 1.1441  0.651
17 C -5.6258 2.9432 1.8325  -0.729
18 C -6.9828 3.1991 1.8139  -0.675
19 C -7.4799 4.2860 1.1159  -0.610
20 C -6.6194 5.1303 0.4256  0.633
21 C -7.1528 6.2961 -0.3505  -1.516
22 C -5.2558 4.8728 0.4430  -0.424
23 C 0.2646 3.9663 0.3092  -0.088
24 C 0.0996 3.9161 -1.1950  -0.882
25 C 0.2359 2.6394 -1.5342  -1.037
26 C 0.4147 1.9249 -0.2159  0.763
27 O 1.1474 2.8791 0.5478  -0.651
28 C 0.9169 0.5124 0.0193  0.789
29 C 0.5288 -0.4531 -1.1135  -0.175
30 O -0.4566 -0.2850 -1.7991  -0.692
31 N 1.3509 -1.5099 -1.2269  0.691
32 C 1.1223 -2.5937 -2.1650  -0.949
33 C 0.6379 -3.8383 -1.4170  -0.540
34 C 0.4117 -4.9914 -2.3870  -0.998
35 C 1.6922 -5.2864 -3.1608  -0.979
36 C 2.1959 -4.0600 -3.9303  0.275
37 C 1.2793 -3.7195 -5.1046  -1.690
38 C 2.4052 -2.8886 -2.9525  0.754
39 C 2.9123 -1.6317 -3.6580  -2.008
40 H 2.9387 -3.4335 0.9790  0.262
41 H 4.3296 -3.7430 2.0063  0.420
42 H 4.5686 -3.0030 0.4234  0.393
43 H 4.7374 -1.3067 2.2442  0.410
44 H 3.4069 -0.9586 1.1450  0.056
45 H 4.0054 -2.8395 4.1873  0.300
46 H 2.5348 -2.2462 4.9603  0.466
47 H 4.9983 -0.5341 4.3194  0.289
48 H 4.5407 -1.1475 5.9065  0.418
49 H 3.5258 0.0475 5.0969  0.266
50 H 1.4317 -0.4639 3.9855  0.549
51 H 2.2366 0.3436 2.6392  0.353
52 H -0.2400 -1.2813 2.6425  0.469
53 H 0.9113 -1.8242 1.4115  0.105
54 H -1.7870 1.7128 -0.2313  0.479
55 H -0.9083 3.4383 2.0511  0.535
56 H -3.1629 2.6639 1.7552  0.017
57 H -5.2342 2.0964 2.3780  0.439
58 H -7.6573 2.5471 2.3492  0.371
59 H -8.5425 4.4806 1.1077  0.406
60 H -8.0437 6.7028 0.1227  0.389
61 H -7.4219 5.9783 -1.3583  0.288
62 H -6.4040 7.0797 -0.4336  0.361
63 H -4.5766 5.5191 -0.0878  0.574
64 H 0.6382 4.8909 0.7379  0.631
65 H -0.1244 4.7697 -1.8003  0.531
66 H 0.1352 2.1507 -2.4810  0.491
67 H 1.9975 0.5150 0.1958  0.261
68 H 2.1437 -1.6077 -0.6114  -0.067
69 H 0.3360 -2.2381 -2.8363  0.530
70 H -0.2854 -3.6019 -0.8844  0.374
71 H 1.3917 -4.1296 -0.6797  0.024
72 H -0.3922 -4.7364 -3.0777  0.392
73 H 0.1037 -5.8806 -1.8337  0.413
74 H 1.5215 -6.1083 -3.8582  0.417
75 H 2.4650 -5.6060 -2.4566  0.353
76 H 3.1783 -4.3123 -4.3487  0.481
77 H 1.7353 -2.9676 -5.7424  0.413
78 H 1.1106 -4.6103 -5.7058  0.427
79 H 0.3158 -3.3468 -4.7718  0.311
80 H 3.1684 -3.2079 -2.2300  0.282
81 H 3.7554 -1.8735 -4.3011  0.424
82 H 3.2385 -0.8885 -2.9338  0.412
83 H 2.1274 -1.1862 -4.2626  0.424

Output
structure (SMILES): CCN(CC)CCN1C(=O)[C@H]2[C@H](C(=O)Nc3cccc(C)c3)[C@@H]3C=C[C@]2(O3)[C@@H]1C(=O)N[C@@H]1CCC[C@@H](C)[C@H]1C
electronic energy: -1727.70111 a.u.
2S+1: 1
E_LUMO: 0.6 eV
M: 536.72 g mol⁻¹
orbital gap: 0.3244 Eh

---

A structure of composition C31H44N4OP2Pb, computed with wB97M-V/def2-TZVPD.

Last column: Mulliken charge in e.
Element x y z (Å)
1 Pb -0.3274 -2.7007 -0.3749  0.868
2 C -1.0226 2.8275 -0.8370  -0.640
3 C -1.5292 2.0441 -1.7996  -0.366
4 C -0.9775 1.7036 -3.1658  -0.803
5 C 0.1859 0.6804 -3.2636  1.169
6 C 1.5576 1.1906 -2.9235  -0.245
7 C 1.8785 2.3215 -2.2789  -0.682
8 C 1.0644 3.5777 -2.1664  -0.741
9 C 0.1892 3.7075 -0.9053  -0.675
10 C 1.7565 -2.3922 0.1182  -1.175
11 H -1.5342 2.8309 0.1328  0.376
12 H -2.3650 1.3816 -1.5014  0.292
13 H -0.7234 2.5812 -3.7719  0.270
14 H -1.8157 1.2309 -3.6996  0.693
15 H -0.0504 -0.2251 -2.6624  -0.180
16 H 0.2369 0.3432 -4.3216  -0.305
17 H 2.3741 0.5479 -3.2915  0.363
18 H 2.8825 2.4069 -1.8519  0.398
19 H 0.4312 3.7319 -3.0433  0.184
20 H 1.7770 4.4178 -2.1365  0.434
21 H 0.8056 3.4895 -0.0249  0.311
22 H -0.1046 4.7682 -0.8156  0.388
23 H 1.9171 -2.4330 1.2006  0.213
24 H 1.9332 -1.3602 -0.2181  0.245
25 H 2.3693 -3.0978 -0.4604  0.429
26 P 1.3235 -1.2399 -7.5794  -0.050
27 P -1.9781 -0.8000 -7.4752  -0.226
28 N 2.6910 -0.1645 -7.6903  0.447
29 N 2.0557 -2.4759 -8.6637  0.371
30 N -2.0709 0.9640 -7.5922  0.319
31 N -3.5893 -1.1178 -8.1261  0.336
32 C 0.3742 -0.3916 -8.9354  -0.631
33 C -1.0347 -0.9818 -9.0710  -1.248
34 C 3.4500 0.2776 -6.6024  -0.358
35 C 4.4523 1.1093 -7.0727  -0.592
36 C 4.3195 1.1830 -8.4988  -0.715
37 C 3.2295 0.4020 -8.8480  -0.073
38 C 2.3371 -3.7739 -8.2245  -0.434
39 C 2.7721 -4.5280 -9.3049  -0.635
40 C 2.7716 -3.6729 -10.4514  -0.663
41 C 2.3442 -2.4209 -10.0292  -0.016
42 C -1.6890 1.7830 -6.5238  -0.289
43 C -1.7691 3.1111 -6.9163  -0.340
44 C -2.1654 3.1205 -8.2919  -1.260
45 C -2.2860 1.7971 -8.6951  -0.077
46 C -4.4357 -0.4342 -9.0093  -0.100
47 C -5.5474 -1.2268 -9.2765  -0.588
48 C -5.3718 -2.4601 -8.5621  -0.574
49 C -4.1622 -2.3847 -7.8896  -0.422
50 H 0.8637 -0.4561 -9.9148  0.237
51 H 0.3501 0.6743 -8.6620  0.614
52 H -1.5600 -0.5025 -9.9125  0.478
53 H -0.9860 -2.0651 -9.2739  0.510
54 H 3.1777 -0.0290 -5.6019  0.274
55 H 5.1903 1.6293 -6.4803  0.408
56 H 4.9276 1.7404 -9.1922  0.447
57 H 2.7688 0.2543 -9.8140  0.245
58 H 2.1930 -4.0295 -7.1865  0.398
59 H 3.0470 -5.5734 -9.2883  0.395
60 H 3.0294 -3.9315 -11.4672  0.433
61 H 2.2181 -1.5210 -10.6105  0.192
62 H -1.3698 1.3289 -5.6025  -0.015
63 H -1.5506 3.9685 -6.2968  0.471
64 H -2.3329 3.9889 -8.9106  0.451
65 H -2.4862 1.4000 -9.6814  0.495
66 H -4.2090 0.5471 -9.3783  0.316
67 H -6.3827 -0.9555 -9.9028  0.434
68 H -6.0592 -3.2918 -8.5469  0.413
69 H -3.6425 -3.0979 -7.2758  0.353
70 C 0.9299 -0.0784 2.8496  -1.591
71 C -0.3748 -0.8605 2.7533  1.858
72 C -0.4046 -1.8524 3.9111  -1.707
73 C -1.5076 0.1684 2.8343  -1.427
74 O -0.5203 -1.6031 1.5724  -0.754
75 H 0.8941 0.6098 3.7084  0.451
76 H 1.1089 0.5493 1.9697  0.268
77 H 1.8052 -0.7161 3.0115  0.368
78 H -0.2844 -1.3603 4.8857  0.358
79 H -1.3492 -2.4070 3.9108  0.374
80 H 0.4107 -2.5781 3.7907  0.346
81 H -1.5191 0.7601 1.9095  0.151
82 H -2.4775 -0.3312 2.9542  0.370
83 H -1.4014 0.8754 3.6753  0.375

Output
electronic energy: -2377.31237 a.u.
2S+1: 1
E_LUMO: -0.7 eV
M: 757.87 g mol⁻¹
orbital gap: 0.2723 Eh

---

A structure of composition C31H45BrN2P2Pb, computed with wB97M-V/def2-TZVPD.

Last column: Mulliken charge in e.
Element x y z (Å)
1 C -3.8141 4.3743 -4.0133  -0.459
2 C -2.4564 4.5331 -3.6766  1.951
3 C -1.7803 5.6503 -4.1855  -0.511
4 C -2.4470 6.5056 -5.0810  -0.473
5 N -3.7269 6.3147 -5.4095  -0.433
6 C -4.4020 5.2825 -4.9035  -0.373
7 C -1.7296 3.5369 -2.8756  -0.505
8 C -1.6240 2.3180 -2.4606  -0.582
9 C -1.6034 0.9307 -2.1360  0.105
10 C -2.1140 0.3873 -0.9207  -0.410
11 C -1.5367 -0.7729 -0.4266  -0.273
12 C -0.4174 -1.3923 -1.0496  -0.334
13 C -0.1323 -1.0111 -2.3787  -0.461
14 C -0.7080 0.1348 -2.9194  -0.529
15 Pb 0.2361 3.4342 -1.9414  0.935
16 P 0.3166 -0.0494 2.6637  0.929
17 H -0.7446 5.8607 -3.9129  0.233
18 H -4.4014 3.5619 -3.5984  0.418
19 H -1.9229 7.3554 -5.5309  0.380
20 H -5.4471 5.1648 -5.2101  0.400
21 H -0.4673 0.4908 -3.9213  0.625
22 H -2.8712 0.9424 -0.3507  0.626
23 H 0.5533 -1.5704 -2.9997  0.791
24 H -1.9159 -1.1962 0.4798  0.843
25 C 1.1893 -1.0962 3.9246  -0.583
26 C 1.7910 -0.4084 5.1489  -1.406
27 H 1.9954 -1.5931 3.3628  0.458
28 H 0.4782 -1.8678 4.2509  0.528
29 H 2.1440 -1.1696 5.8553  0.390
30 H 2.6625 0.1916 4.8863  0.350
31 H 1.0725 0.2235 5.6887  0.338
32 C 0.8792 1.6806 2.9592  -0.034
33 C -0.2074 2.7598 2.8872  -1.458
34 H 1.6316 1.8618 2.1723  -0.013
35 H 1.4059 1.7189 3.9285  0.467
36 H 0.2723 3.7008 2.5986  0.449
37 H -0.9937 2.5253 2.1596  0.289
38 H -0.7040 2.9347 3.8479  0.308
39 C -1.4287 -0.1274 3.2710  -0.442
40 C -1.6309 0.1762 4.7509  -1.400
41 H -1.7610 -1.1574 3.0520  0.274
42 H -2.0050 0.5676 2.6388  0.446
43 H -2.7046 0.2314 4.9633  0.417
44 H -1.2274 -0.6125 5.3945  0.341
45 H -1.1925 1.1323 5.0586  0.300
46 Br 0.8281 -2.3583 -0.0366  0.070
47 P 4.6322 0.1699 -0.9794  0.311
48 C 4.0437 0.5241 0.7427  0.454
49 C 5.2439 0.7479 1.6740  -1.405
50 H 3.4004 -0.2899 1.1067  -0.090
51 H 3.4079 1.4167 0.6929  0.129
52 H 4.9488 1.3109 2.5661  0.361
53 H 5.6547 -0.2143 1.9957  0.405
54 H 6.0322 1.3392 1.1859  0.421
55 C 4.0989 -1.5753 -1.2135  0.195
56 C 5.1853 -2.4704 -1.8270  -1.360
57 H 3.1846 -1.6013 -1.8161  -0.073
58 H 3.7866 -1.9623 -0.2336  0.299
59 H 4.9266 -3.5304 -1.6856  0.401
60 H 5.2505 -2.3208 -2.9114  0.366
61 H 6.1701 -2.2835 -1.3728  0.369
62 C 3.5646 1.1312 -2.1026  0.158
63 C 4.3601 2.3123 -2.6495  -1.340
64 H 2.7004 1.4107 -1.4983  -0.224
65 H 3.2770 0.4696 -2.9341  0.425
66 H 3.8331 2.7387 -3.5100  0.407
67 H 4.5165 3.0728 -1.8767  0.394
68 H 5.3361 1.9286 -2.9753  0.413
69 C -4.9356 -6.9014 0.3722  -1.301
70 C -4.1600 -5.6207 0.2877  0.975
71 C -3.9786 -4.8230 1.4155  -0.732
72 C -3.3043 -3.6160 1.2920  -0.201
73 N -2.7944 -3.2038 0.1320  -0.124
74 C -2.9472 -3.9477 -0.9624  -0.211
75 C -3.6271 -5.1767 -0.9339  -0.847
76 H -4.5383 -7.5479 1.1669  0.354
77 H -5.9763 -6.6820 0.6390  0.332
78 H -4.9045 -7.4502 -0.5811  0.346
79 H -4.3386 -5.1302 2.3946  0.424
80 H -3.1649 -2.9695 2.1510  0.302
81 H -2.5260 -3.5897 -1.9082  0.336
82 H -3.6970 -5.7656 -1.8480  0.351

Output
total charge: +4
electronic energy: -4765.57275 a.u.
2S+1: 1
E_LUMO (alpha / beta): -14.4 / -14.4 eV
M: 794.77 g mol⁻¹
orbital gap (alpha / beta): 0.1142 / 0.1139 Eh

---

Question: What is the M in the second record?
Answer: 757.87 g mol⁻¹

---

Question: Which of these has the lowest electronic energy?
Answer: C31H45BrN2P2Pb

---

Question: Look up the 2S+1 of the first one.
Answer: 1

---

Question: The highest electronic energy belongs to which entry?
Answer: C31H44N4O4